Entry from the Open Molecules 2025 dataset: the ion C7H13N2O with charge -1 in a non-equilibrium geometry (ωB97M-V/def2-TZVPD).

As for the lowest unoccupied orbital energy: 3.92 eV. The orbital gap is 6.83 eV. The calculation puts the relative energy (zero: lowest compared OMol25 entry of this formula, charge and spin) at 1.205 eV. As for the net charge: -1. The total energy comes out at -12493.625 eV.

The geometry in XYZ format:
```
23
Properties=species:S:1:pos:R:3:forces:R:3:nbo_charge:R:1
C 1.22157 0.93414 0.23275 -0.112 -0.528 -0.236 0.057
C 1.19865 -0.45703 0.83790 -1.568 0.188 -1.939 0.028
C -0.89069 1.09415 -0.76702 -0.842 2.891 -2.497 0.194
C -0.11725 -1.23192 0.92371 1.013 1.446 0.678 -0.630
C 2.39674 -1.27957 0.43928 -0.602 0.847 0.745 -0.617
C -0.80444 0.22248 -1.79493 2.249 -1.720 -0.207 -0.668
C -2.11661 1.95152 -0.82471 -3.429 0.193 2.179 -0.619
N 0.00355 1.65213 0.06043 1.312 -1.157 0.461 -0.706
N 1.39296 0.73510 1.69137 2.910 -1.266 1.098 -0.179
O 0.27027 1.10585 2.43513 -0.440 0.800 -2.026 -0.648
H 2.20591 1.05359 -0.38161 -1.763 0.710 1.003 0.157
H -0.25345 -1.94118 0.18475 0.656 -1.764 -1.929 0.200
H -0.96292 -0.61834 0.64319 -0.330 0.278 1.306 0.246
H -0.09313 -1.79685 1.84164 -0.730 0.215 0.783 0.194
H 3.26398 -0.74677 0.76942 0.936 0.624 -0.760 0.215
H 2.35832 -1.69757 -0.56930 0.182 0.635 -0.108 0.203
H 2.43882 -2.08793 1.08298 -0.056 -2.260 1.383 0.190
H -0.17391 1.57771 1.49246 -0.497 -0.204 1.093 0.444
H 0.15403 -0.38570 -1.86284 -1.290 0.637 -0.195 0.174
H -1.50142 0.19018 -2.63306 0.036 -0.113 0.564 0.189
H -2.04853 3.06036 -0.90440 0.709 -0.792 0.312 0.205
H -2.74733 1.72959 0.14895 1.209 0.719 -1.325 0.186
H -2.87699 1.68759 -1.56584 0.449 -0.377 -0.383 0.187
```
Positions in Å, forces in eV/Å.